(1)
DFT (ωB97M-V with the def2-TZVPD basis set) results for C4H6O2 in the gas phase.

Results
frontier orbital gap = 0.393 hartree
E_HOMO = -9.7 eV
lowest unoccupied orbital energy = 0.981 eV
energy above the lowest of the compared OMol25 structures with the same formula, charge and spin = 37.6 kcal per mole
E = -8338.832 eV

ORCA input file:
```
! RIJCOSX wB97M-V def2-TZVPD def2/J DEFGRID3
* xyz 0 1
C -1.00309 -0.10026 -0.62953
C 0.49741 -0.32548 -0.57066
C -0.14322 1.03428 -0.24128
O -0.15587 1.52989 1.04612
C 1.01061 -1.07925 0.59017
O 0.36976 -1.26210 1.60737
H -1.54154 -0.60077 0.17476
H -0.70041 0.92335 1.56232
H -1.50392 -0.09302 -1.59074
H 1.06184 -0.40017 -1.49542
H 0.05594 1.82095 -0.96309
H 2.05247 -1.44741 0.50997
*
```


(2)
DFT (ωB97M-V with the def2-TZVPD basis set) results for a molecular structure, C53H34I4MnN7S at a distorted geometry.

Results
frontier orbital gap (alpha / beta) = 0.198 / 0.180 hartree
E_HOMO (alpha / beta) = -3.9 / -3.5 eV
lowest unoccupied orbital energy (alpha / beta) = 1.455 / 1.407 eV
energy above the lowest of the compared OMol25 structures with the same formula, charge and spin = 0.0 kcal per mole
E = -140501.409 eV

ORCA input file:
```
! RIJCOSX wB97M-V def2-TZVPD def2/J DEFGRID3
* xyz -1 2
Mn 0.04845 -0.65194 0.00184
I 4.96702 3.19820 -4.93786
C 3.87166 2.57471 -3.23761
C 2.66524 3.18237 -2.94287
C 1.98911 2.81223 -1.79956
C 2.50616 1.83979 -0.94753
C 3.68087 1.19293 -1.30336
C 4.37124 1.56562 -2.44287
C 1.86196 1.65535 0.41160
C 0.64117 3.36291 1.34786
C -0.12828 4.37229 1.95109
C -1.43652 3.96546 1.90292
C -1.54916 2.69739 1.26644
C -2.72911 1.97283 1.14977
C -3.97548 2.64251 1.51019
C -4.88066 2.08189 2.41950
C -6.03959 2.74402 2.76831
C -6.30755 3.98068 2.20831
I -8.08522 4.99952 2.76078
C -5.43640 4.56176 1.30300
C -4.27593 3.89701 0.96606
C -2.39426 0.48828 -0.90056
N -1.50053 -0.62360 -1.09842
C -2.15661 -1.58883 -1.78470
C -1.68565 -2.89064 -1.93805
C -2.50072 -3.85083 -2.68879
C -2.91263 -3.56919 -3.99378
C -3.66912 -4.46991 -4.71754
C -4.01112 -5.67809 -4.13922
I -5.12357 -7.08954 -5.26379
C -3.64253 -5.98031 -2.84104
C -2.89397 -5.06753 -2.12363
C -0.50790 -3.34379 -1.28658
C -0.01025 -4.67786 -1.31604
C 1.03126 -4.73374 -0.43829
C 1.20792 -3.42324 0.08824
N 0.27252 -2.57941 -0.47048
C 2.14179 -3.07146 1.07090
C 2.41401 -1.73311 1.41469
C 3.36153 -1.18675 2.30237
C 3.32057 0.19619 2.14084
C 2.36933 0.45135 1.15752
N 1.80041 -0.70609 0.74826
C 2.77586 -4.15352 1.83861
C 3.66734 -5.07259 1.29041
C 4.15768 -6.11782 2.05378
C 3.74818 -6.24923 3.36715
I 4.46893 -7.87159 4.52929
C 2.87594 -5.34211 3.93948
C 2.40553 -4.29345 3.17502
C -3.45955 -1.09436 -2.19492
C -3.61559 0.14063 -1.70170
N -0.24160 2.33169 0.92995
H 2.26205 3.95760 -3.57489
H 1.05619 3.30463 -1.56353
H 4.07862 0.40183 -0.68466
H 5.30751 1.08801 -2.68943
H 0.24147 5.26642 2.41205
H -2.26720 4.48667 2.33627
H -4.64687 1.12816 2.86112
H -6.71807 2.31202 3.48864
H -5.65256 5.52586 0.86467
H -3.58103 4.34371 0.26796
H -2.62929 -2.62853 -4.44455
H -3.97549 -4.23594 -5.72713
H -3.93684 -6.91927 -2.39310
H -2.63810 -5.28956 -1.09769
H -0.39524 -5.47936 -1.91679
H 1.62932 -5.58782 -0.18835
H 3.99719 -1.73794 2.97085
H 3.89808 0.92399 2.67768
H 3.98648 -4.96942 0.26198
H 4.84773 -6.82587 1.61819
H 2.55176 -5.45396 4.96299
H 1.71462 -3.58347 3.60443
H -4.17455 -1.64827 -2.77448
H -4.44412 0.81534 -1.83528
N -1.19185 1.62533 -2.66288
N -1.75466 1.72864 -1.36154
C -2.77326 0.56192 0.69211
N -4.03507 -0.08510 0.94345
S -1.59114 -0.42980 1.73296
H -0.34063 1.06096 -2.57345
H -1.82469 1.13432 -3.30566
H -2.44444 2.47850 -1.37766
H -4.80462 0.33465 0.43439
H -3.96297 -1.06578 0.69489
C 0.36501 1.32300 0.30278
C 1.93660 3.01633 1.06913
C 3.10210 3.85336 1.05539
C 4.40601 3.33912 1.00832
C 5.49437 4.18239 0.93960
C 5.33071 5.55729 0.91404
C 4.04642 6.08366 0.92850
C 2.95366 5.24731 0.99233
H 4.57304 2.27429 1.03183
H 6.48955 3.76080 0.90584
H 6.19361 6.20760 0.87818
H 3.90620 7.15475 0.87183
H 1.96221 5.66455 0.94368
*
```


(3)
DFT (ωB97M-V with the def2-TZVPD basis set) results for 11 unconnected molecules or ions with the total composition C20H64BF4N4O10 at a distorted geometry.

Results
frontier orbital gap = 0.332 hartree
E_HOMO = -6.5 eV
lowest unoccupied orbital energy = 2.578 eV
energy above the lowest of the compared OMol25 structures with the same formula, charge and spin = 0.0 kcal per mole
E = -59766.438 eV

ORCA input file:
```
! RIJCOSX wB97M-V def2-TZVPD def2/J DEFGRID3
* xyz -1 1
B -0.55387 0.18019 -0.32181
F -0.97617 1.49351 -0.61819
F -1.00285 -0.20762 0.95594
F -1.14075 -0.63767 -1.29313
F 0.83773 0.10793 -0.31795
C -0.65329 -3.23760 -3.17431
C -0.96820 -4.63235 -3.64623
O -1.06304 -5.47122 -2.48324
H -0.53715 -2.53909 -4.00419
H 0.21783 -3.10455 -2.52902
H -1.44233 -2.85254 -2.52561
H -0.19975 -5.04190 -4.30720
H -1.94885 -4.65458 -4.12872
H -1.02302 -6.39247 -2.74959
C 2.80714 2.44042 -4.37077
C 2.49190 1.48968 -3.22612
O 1.59070 2.20840 -2.38663
H 1.82845 2.68061 -4.79605
H 3.24776 1.97068 -5.25638
H 3.43463 3.27766 -4.08259
H 3.40138 1.26181 -2.66315
H 1.99430 0.56955 -3.53957
H 1.35719 1.70897 -1.59561
O -4.03671 -0.04617 0.88274
H -4.08064 -0.93123 1.25996
H -3.12820 0.03011 0.55476
O 1.34353 0.47737 3.13305
H 0.75113 0.55249 2.37317
H 0.75933 0.24655 3.86887
O -3.66239 -0.92754 -2.00980
H -2.68875 -0.85729 -1.93725
H -3.93656 -1.21663 -1.13510
O 3.15577 -0.24464 1.25524
H 2.46843 -0.16645 0.56967
H 2.70346 -0.09131 2.11866
C 2.85125 -4.35274 3.65705
C 3.00992 -4.87370 2.24114
C 2.19661 -3.99718 1.27552
O 0.81811 -4.16302 1.53199
C -0.01200 -3.31923 0.76694
N 4.44194 -4.69230 1.93477
H 3.27654 -3.35968 3.82250
H 3.29982 -4.98563 4.42139
H 1.77548 -4.20017 3.76513
H 2.76081 -5.92898 2.14386
H 2.41832 -4.32069 0.24692
H 2.47904 -2.93875 1.34152
H -0.99873 -3.51373 1.19468
H -0.06428 -3.50124 -0.30908
H 0.15805 -2.24935 0.91753
H 4.57728 -4.84798 0.93470
H 4.73815 -3.72404 2.01472
C 4.40574 3.52085 -0.60035
C 3.54021 3.69899 0.66960
C 2.03995 3.80665 0.44097
O 1.43621 4.31680 1.63862
C 0.04910 4.22113 1.60341
N 3.84685 2.56789 1.55002
H 5.42264 3.77029 -0.30590
H 4.11329 4.28410 -1.32586
H 4.26218 2.52326 -1.00622
H 3.92192 4.60386 1.15063
H 1.59917 2.86882 0.10802
H 1.92384 4.59177 -0.31631
H -0.35446 3.20975 1.67620
H -0.39687 4.70752 0.72068
H -0.42406 4.86285 2.35479
H 3.19522 2.40532 2.32035
H 3.50877 1.74507 1.03764
C 0.21198 -2.00037 5.58640
C -1.12334 -2.34017 4.90408
C -1.67159 -1.32082 3.92970
O -1.76160 -0.02786 4.50147
C -2.61124 0.81709 3.75795
N -0.88264 -3.55526 4.13024
H 0.91686 -1.73730 4.79630
H 0.53362 -2.75520 6.29905
H 0.08421 -1.08367 6.17957
H -1.86025 -2.54249 5.68659
H -2.61426 -1.65796 3.48051
H -1.08059 -1.27346 3.00308
H -3.64787 0.47554 3.71196
H -2.24969 0.94897 2.73311
H -2.64533 1.84160 4.13145
H -0.15537 -3.41207 3.43709
H -0.51128 -4.27266 4.74035
C -1.60242 3.78525 -3.21593
C -2.85808 2.91883 -3.19230
C -3.83354 3.30620 -4.31023
O -5.14428 2.86963 -4.02655
C -6.11255 3.42989 -4.86757
N -2.56412 1.48014 -3.35482
H -1.00129 3.48790 -2.35872
H -1.88775 4.83102 -3.06831
H -1.06331 3.65387 -4.15388
H -3.45463 3.05549 -2.28666
H -3.56093 2.90829 -5.29758
H -3.79270 4.40136 -4.41837
H -7.10364 3.29585 -4.42670
H -6.16706 3.04461 -5.88817
H -6.04600 4.52551 -4.86175
H -1.93160 1.28499 -2.58894
H -1.97186 1.43768 -4.18385
*
```


(4)
DFT (ωB97M-V with the def2-TZVPD basis set) results for C6H5P in the gas phase at a distorted geometry.

Results
frontier orbital gap = 0.268 hartree
E_HOMO = -7.8 eV
lowest unoccupied orbital energy = -0.517 eV
energy above the lowest of the compared OMol25 structures with the same formula, charge and spin = 49.5 kcal per mole
E = -15585.616 eV

ORCA input file:
```
! RIJCOSX wB97M-V def2-TZVPD def2/J DEFGRID3
* xyz 0 1
C 0.26614 -2.43512 0.00828
C 1.39064 -1.91133 0.04304
C -1.05539 -2.01280 -0.08450
C -0.99012 -0.63134 -0.02179
C 1.74992 -0.58548 0.12320
C 0.29158 0.15370 0.08956
P 3.30394 0.10933 -0.04361
H -1.90639 -2.52780 -0.22038
H -1.74341 0.11390 -0.11805
H 0.17176 0.89029 -0.70108
H 0.41467 0.95519 0.80484
H 2.88460 1.47196 -0.41502
*
```


(5)
DFT (ωB97M-V with the def2-TZVPD basis set) results for a molecular structure, C33H32F6NO3P2PtS.

Results
frontier orbital gap (alpha / beta) = 0.265 / 0.247 hartree
E_HOMO (alpha / beta) = -8.3 / -8.9 eV
lowest unoccupied orbital energy (alpha / beta) = -1.091 / -2.131 eV
energy above the lowest of the compared OMol25 structures with the same formula, charge and spin = 38.9 kcal per mole
E = -91340.339 eV

ORCA input file:
```
! RIJCOSX wB97M-V def2-TZVPD def2/J DEFGRID3
* xyz 0 2
Pt 1.56822 -0.38276 0.87995
O 4.06669 0.22018 1.86847
N 2.84535 0.39673 2.21691
C 2.53756 1.01652 3.30766
C 1.18238 1.30056 3.81402
C 0.86001 0.79574 5.07476
C -0.34376 1.10257 5.68225
C -1.24164 1.94165 5.03899
C -0.93653 2.45048 3.78665
C 0.26683 2.13357 3.15561
P 0.70027 2.81017 1.49900
C -0.76896 3.82992 1.09871
C -1.85385 3.38257 0.34530
C -2.91858 4.23063 0.07131
C -2.91664 5.52938 0.55512
C -1.83901 5.98619 1.30041
C -0.76739 5.14604 1.55830
C 0.31658 1.31581 0.53831
C -1.68723 -0.15563 1.73541
C -2.25938 -1.26254 1.24756
C -1.67183 -1.70381 -0.07521
C 0.40692 -0.28330 -1.17407
C 0.92468 0.98047 -0.73577
H 4.12195 -0.21644 0.09194
H 3.39150 1.29979 3.91417
H 1.57370 0.15208 5.57377
H -0.57528 0.69499 6.65724
H -2.18153 2.20125 5.50887
H -1.64812 3.09883 3.29245
H -1.87880 2.37049 -0.03587
H -3.75298 3.87261 -0.51834
H -3.74902 6.18812 0.34530
H -1.82730 7.00231 1.67219
H 0.08036 5.51438 2.12512
H -1.91807 0.32055 2.67419
H -3.05544 -1.81635 1.72401
H -1.29240 -2.72040 0.00181
H 0.73186 -0.82053 -2.05029
H 1.68642 1.56045 -1.23218
C 5.43205 -0.95318 -2.29905
C 4.45873 -1.58346 -1.31279
C 3.47958 -2.49940 -2.03206
C 5.20176 -2.33804 -0.21408
O 3.66952 -0.52733 -0.72195
H 6.02904 -1.71867 -2.79676
H 6.10836 -0.27249 -1.77931
H 4.88713 -0.38774 -3.05621
H 4.00767 -3.31616 -2.52532
H 2.93681 -1.93644 -2.79679
H 2.77067 -2.92983 -1.32466
H 5.82229 -3.12309 -0.64986
H 4.50136 -2.79371 0.48311
H 5.85315 -1.65939 0.34134
C -2.98159 -0.16490 -5.81116
C -4.42737 -0.46347 -6.10332
O -4.96843 -0.20361 -7.14149
S -5.42606 -1.26759 -4.84126
C -4.33155 -1.39071 -3.44719
C -4.30134 -0.38449 -2.48652
C -3.45781 -0.49394 -1.39434
C -2.63998 -1.61009 -1.24173
C -2.68797 -2.62130 -2.19185
C -3.53243 -2.51682 -3.28837
C -0.57631 -0.68466 -0.24965
C -0.64055 0.26060 0.80821
H -2.53796 0.26592 -6.70494
H -2.45412 -1.07631 -5.52998
H -2.89696 0.53176 -4.97703
H -4.94452 0.47875 -2.59958
H -3.43979 0.28826 -0.64407
H -2.06298 -3.49852 -2.07447
H -3.57076 -3.30830 -4.02531
F 0.44749 -2.85516 2.62225
P 1.47864 -3.72903 1.74892
F 2.57054 -4.43382 0.82925
F 0.59859 -5.03565 1.87831
F 0.69064 -3.26926 0.40112
F 2.40656 -2.24382 1.57051
F 2.35034 -4.01819 3.04406
*
```


Q: The highest energy above the lowest of the compared OMol25 structures with the same formula, charge and spin belongs to which entry?
A: C6H5P


Q: What is the E in the fifth record?
A: -91340.339 eV